{
  "formula": "C15H33F3N3O3",
  "method": "ωB97M-V with the def2-TZVPD basis set",
  "gap_ev": 5.86,
  "largest_force_ev_per_a": 1.0,
  "charge": 1,
  "species": ["O", "C", "C", "C", "C", "C", "C", "F", "F", "F", "C", "N", "H", "H", "H", "H", "H", "H", "H", "H", "H", "H", "H", "C", "C", "C", "O", "C", "N", "H", "H", "H", "H", "H", "H", "H", "H", "H", "H", "H", "C", "C", "C", "O", "C", "N", "H", "H", "H", "H", "H", "H", "H", "H", "H", "H", "H"],
  "positions_angstrom": [[4.17221, -4.90404, -2.17776], [3.20168, -4.55610, -3.13941], [2.20883, -3.46840, -2.64887], [0.79191, -3.86426, -3.00710], [0.05810, -5.01637, -2.29854], [-1.29821, -4.91476, -3.06584], [-2.46823, -5.66801, -2.42431], [-2.25944, -5.87584, -1.11901], [-3.61464, -4.97249, -2.54851], [-2.62825, -6.85173, -3.01365], [-1.44798, -3.41792, -3.03093], [-0.30132, -2.84464, -2.95374], [3.73937, -5.15214, -1.35237], [2.64204, -5.45710, -3.44281], [3.73433, -4.20851, -4.02541], [2.45424, -2.51872, -3.13262], [2.33451, -3.33747, -1.56906], [0.81074, -4.13374, -4.07823], [0.57841, -5.97152, -2.30461], [-0.15607, -4.66244, -1.28317], [-1.13182, -5.29047, -4.08570], [-2.40303, -2.89896, -3.02927], [-0.20596, -1.83295, -2.83675], [-1.64091, 2.85243, 0.18582], [-2.18018, 1.42785, 0.24086], [-1.11569, 0.35616, -0.02525], [-0.73745, 0.21390, -1.39261], [0.22446, 1.15937, -1.84635], [-3.33460, 1.31617, -0.65371], [-1.48515, 3.18725, -0.84052], [-2.35383, 3.53746, 0.64072], [-0.70113, 2.94668, 0.73021], [-2.53990, 1.24987, 1.25857], [-1.52697, -0.61495, 0.26499], [-0.22258, 0.52833, 0.58768], [0.93378, 1.41290, -1.05530], [-0.24925, 2.07005, -2.21282], [0.77223, 0.70852, -2.67604], [-3.78444, 0.41328, -0.53477], [-3.00339, 1.32607, -1.61398], [1.68589, 4.86683, 5.57362], [0.63731, 5.56442, 4.71339], [-0.34747, 4.60404, 4.03437], [0.17557, 3.91339, 2.91067], [0.93324, 2.76040, 3.21395], [1.31404, 6.44641, 3.76089], [2.46582, 4.40732, 4.96567], [2.17236, 5.59036, 6.22607], [1.23638, 4.09369, 6.19993], [0.03828, 6.19740, 5.37480], [-1.18370, 5.19092, 3.64666], [-0.75973, 3.88732, 4.75667], [0.54005, 2.24225, 4.09378], [1.98790, 2.99433, 3.37588], [0.86723, 2.08912, 2.35472], [0.62839, 7.00941, 3.26685], [1.74205, 5.86960, 3.04222]],
  "lowdin_charge": [-0.0398, -0.2440, -0.1013, -0.2638, -0.0366, -0.1083, -0.5911, 0.1662, 0.1509, 0.1771, 0.0903, 0.1901, 0.0933, 0.1162, 0.1308, 0.1248, 0.1294, 0.1652, 0.1454, 0.1415, 0.1865, 0.1741, 0.1737, -0.0533, -0.4258, -0.1984, -0.2302, -0.0936, 0.0452, 0.0700, 0.0866, 0.0596, 0.1413, 0.1175, 0.1113, 0.0959, 0.0824, 0.0784, 0.0690, 0.0670, -0.0683, -0.4339, -0.2004, -0.2072, -0.1064, 0.0410, 0.0644, 0.0785, 0.0787, 0.1371, 0.1229, 0.1205, 0.0942, 0.0792, 0.0649, 0.0730, 0.0683]
}